Below is a 2-piece molecular cluster, C3H7N2O2 overall, with properties calculated with ωB97M-V/def2-TZVPD.

For the electronic energy, the calculation gives -10290.5171 eV. Its molar mass is 103.1 u. The charge is +1. The calculation puts the lowest unoccupied orbital energy at -5.00 eV. Its highest occupied orbital energy is -14.29 eV. For the relative energy (zero: lowest compared OMol25 entry of this formula, charge and spin), the calculation gives 2.294 eV.

Each line ends with the natural charge from an NBO analysis.
Element x y z (Å)
C1 0.90 -1.11 1.10  0.900
C2 -1.27 2.16 -0.94  -0.234
C3 -1.73 0.78 -0.99  0.332
N1 1.31 -2.35 0.76  -0.823
N2 -0.71 0.94 -1.64  -0.353
O1 1.58 -0.58 2.16  -0.665
O2 0.09 -0.51 0.42  -0.754
H1 -1.94 2.84 -1.44  0.252
H2 -0.78 2.33 0.05  0.247
H3 -2.23 0.01 -0.44  0.278
H4 2.10 -2.74 1.25  0.425
H5 1.01 -2.68 -0.24  0.428
H6 0.11 0.56 -2.03  0.468
H7 1.54 0.36 1.99  0.498



Below is C25H30I2O11S as an isolated structure, with properties calculated with ωB97M-V/def2-TZVPD.

For the electronic energy, the calculation gives -75970.0440 eV. Its molar mass is 792.4 u. The calculation puts the lowest unoccupied orbital energy at -2.08 eV. Its highest occupied orbital energy is -9.47 eV.

Each line ends with the natural charge from an NBO analysis.
Element x y z (Å)
C1 -5.34 4.31 0.31  -0.606
C2 -5.45 3.60 -1.04  -0.419
C3 -4.07 3.45 -1.67  -0.059
O1 -3.98 2.28 -2.50  -0.520
C4 -3.04 1.36 -2.13  0.346
C5 -1.69 1.74 -2.12  -0.231
C6 -0.73 0.82 -1.73  -0.043
C7 -1.09 -0.47 -1.35  -0.160
C8 -2.43 -0.85 -1.39  -0.134
C9 -3.43 0.05 -1.78  -0.100
C10 -4.88 -0.30 -1.85  -0.351
I1 -5.32 -1.23 -3.74  0.122
C11 -5.49 -1.05 -0.65  -0.318
C12 -5.13 -0.37 0.66  -0.640
I2 -5.12 -3.17 -0.55  0.092
C13 -0.05 -1.41 -0.91  0.534
O2 -0.25 -2.60 -0.82  -0.536
C14 1.28 -0.87 -0.58  -0.036
C15 2.25 -1.75 0.15  -0.704
S1 1.53 -2.77 1.41  2.034
O3 2.64 -3.41 2.09  -0.962
O4 0.63 -1.99 2.19  -0.932
C16 1.62 0.36 -0.96  -0.214
C17 0.70 1.24 -1.71  0.518
O5 1.08 2.24 -2.25  -0.519
H1 -6.27 4.25 0.86  0.219
H2 -5.08 5.35 0.17  0.210
H3 -4.57 3.85 0.93  0.201
H4 -5.88 2.61 -0.92  0.200
H5 -6.05 4.23 -1.69  0.212
H6 -3.83 4.31 -2.29  0.188
H7 -3.32 3.42 -0.87  0.177
H8 -1.41 2.74 -2.43  0.246
H9 -2.68 -1.86 -1.12  0.251
H10 -5.43 0.63 -1.91  0.253
H11 -6.56 -0.97 -0.76  0.228
H12 -5.65 0.58 0.71  0.213
H13 -5.46 -0.99 1.48  0.235
H14 -4.06 -0.20 0.76  0.220
H15 2.79 -2.39 -0.55  0.266
H16 2.97 -1.14 0.67  0.270
H17 0.88 -3.75 0.74  0.029
H18 2.60 0.76 -0.75  0.226
C18 3.21 -4.23 5.22  -0.641
C19 3.81 -5.61 5.09  0.068
C20 2.86 -6.68 4.63  -0.094
O6 3.41 -7.86 5.23  -0.497
C21 4.05 -7.47 6.36  0.968
O7 4.42 -8.21 7.22  -0.572
O8 4.21 -6.13 6.38  -0.496
H19 2.88 -3.89 4.24  0.253
H20 2.37 -4.24 5.90  0.213
H21 3.94 -3.53 5.61  0.224
H22 4.70 -5.58 4.46  0.183
H23 2.81 -6.79 3.55  0.205
H24 1.85 -6.53 5.03  0.181
C22 3.98 3.66 -4.48  -0.628
C23 4.64 3.83 -3.13  0.068
C24 3.78 4.48 -2.07  -0.096
O9 4.76 5.10 -1.23  -0.496
C25 5.83 5.40 -2.01  0.968
O10 6.72 6.12 -1.70  -0.566
O11 5.74 4.75 -3.20  -0.497
H25 3.11 3.00 -4.39  0.229
H26 3.65 4.63 -4.86  0.219
H27 4.67 3.24 -5.20  0.227
H28 5.03 2.86 -2.78  0.178
H29 3.18 3.78 -1.51  0.212
H30 3.14 5.26 -2.49  0.183



Below is a 13-piece molecular cluster, C32H82F2N11O20S2 overall, with properties calculated with ωB97M-V/def2-TZVPD.

For the electronic energy, the calculation gives -118871.5496 eV. Its molar mass is 1043.2 u. The charge is +7. The calculation puts the lowest unoccupied orbital energy at -12.01 eV. Its highest occupied orbital energy is -14.34 eV. For the relative energy (zero: lowest compared OMol25 entry of this formula, charge and spin), the calculation gives 5.990 eV.

Each line ends with the Löwdin charge.
Element x y z (Å)
N1 -0.62 0.32 1.48  -0.253
S1 0.00 0.67 0.12  0.375
O1 -0.85 1.00 -1.05  -0.295
O2 1.42 0.43 -0.01  -0.319
F1 0.33 2.11 0.65  -0.244
S2 -0.93 -1.25 0.88  0.614
O3 0.12 -2.05 0.15  -0.326
O4 -2.36 -1.47 0.54  -0.301
F2 -0.82 -2.09 2.27  -0.249
C1 -1.73 -3.55 11.74  0.035
C2 -1.24 -3.22 10.34  -0.320
O5 -0.64 -2.14 10.16  0.136
N2 -1.56 -4.24 9.23  0.112
H1 -0.89 -5.00 9.20  0.178
H2 -2.36 -4.77 9.55  0.173
C3 -1.72 -3.56 7.84  0.042
H3 -2.82 -3.53 11.84  0.113
H4 -1.33 -2.80 12.42  0.115
H5 -1.39 -4.56 11.96  0.105
H6 -2.09 -4.35 7.18  0.106
H7 -0.79 -3.14 7.46  0.096
H8 -2.39 -2.70 7.90  0.108
C4 -3.63 -11.07 -0.36  0.036
C5 -2.91 -10.53 0.87  -0.361
O6 -2.95 -11.04 1.95  0.183
N3 -2.18 -9.20 0.72  0.127
H9 -1.62 -9.30 -0.12  0.165
H10 -2.91 -8.54 0.49  0.167
C6 -1.44 -8.72 2.07  0.065
H11 -2.94 -11.18 -1.19  0.095
H12 -4.50 -10.50 -0.67  0.110
H13 -4.12 -12.01 -0.11  0.112
H14 -2.18 -8.60 2.86  0.106
H15 -1.01 -7.74 1.87  0.084
H16 -0.61 -9.38 2.30  0.097
C7 2.55 3.24 -5.59  0.023
C8 1.89 4.66 -5.75  -0.272
O7 1.24 5.19 -4.81  0.150
N4 2.06 5.24 -7.18  0.082
H17 3.07 5.29 -7.22  0.165
H18 1.77 4.58 -7.89  0.183
C9 1.65 6.67 -7.41  0.041
H19 2.67 3.02 -4.53  0.097
H20 3.55 3.22 -6.03  0.080
H21 1.98 2.47 -6.10  0.095
H22 0.56 6.80 -7.39  0.117
H23 1.93 6.81 -8.45  0.115
H24 2.23 7.35 -6.78  0.121
C10 4.68 -4.39 3.57  0.035
C11 5.93 -4.98 4.14  -0.332
O8 7.06 -5.11 3.66  0.155
N5 5.85 -5.36 5.65  0.098
H25 5.50 -4.57 6.18  0.164
H26 5.03 -5.94 5.76  0.165
C12 7.19 -5.93 6.27  0.071
H27 5.20 -3.44 3.44  0.116
H28 3.80 -4.28 4.21  0.093
H29 4.30 -4.97 2.73  0.115
H30 7.16 -6.00 7.36  0.108
H31 8.06 -5.31 6.04  0.104
H32 7.37 -6.88 5.76  0.108
C13 2.27 2.65 5.05  0.032
C14 1.04 2.66 5.94  -0.343
O9 1.05 2.79 7.18  0.157
N6 -0.30 2.65 5.24  0.091
H33 -0.33 2.19 4.35  0.165
H34 -0.97 2.18 5.83  0.173
C15 -0.84 4.08 5.11  0.065
H35 3.17 2.52 5.64  0.106
H36 2.35 3.57 4.47  0.105
H37 2.19 1.85 4.32  0.092
H38 -1.53 4.23 5.94  0.120
H39 -1.34 4.07 4.15  0.115
H40 -0.01 4.79 5.13  0.117
C16 0.06 -3.62 -5.94  0.034
C17 -1.33 -3.21 -5.51  -0.372
O10 -1.47 -2.47 -4.54  0.145
N7 -2.57 -3.68 -6.20  0.109
H41 -2.94 -2.92 -6.75  0.185
H42 -2.37 -4.42 -6.86  0.171
C18 -3.57 -4.39 -5.23  0.081
H43 0.11 -4.68 -5.72  0.109
H44 0.77 -2.99 -5.40  0.101
H45 0.24 -3.35 -6.98  0.099
H46 -3.19 -5.27 -4.71  0.121
H47 -4.39 -4.56 -5.93  0.112
H48 -3.90 -3.66 -4.49  0.106
C19 -8.87 0.55 1.46  0.042
C20 -7.79 1.11 0.56  -0.367
O11 -7.37 0.58 -0.45  0.157
N8 -7.26 2.46 1.02  0.120
H49 -7.99 3.15 0.92  0.185
H50 -7.07 2.37 2.01  0.166
C21 -5.87 2.77 0.36  0.055
H51 -8.26 0.07 2.23  0.116
H52 -9.54 -0.02 0.81  0.117
H53 -9.49 1.27 1.99  0.102
H54 -5.32 1.86 0.11  0.099
H55 -5.28 3.28 1.12  0.099
H56 -5.96 3.49 -0.46  0.107
C22 -4.65 2.85 -5.68  0.020
C23 -5.85 3.62 -6.17  -0.322
O12 -6.60 4.22 -5.39  0.177
N9 -6.02 3.60 -7.71  0.097
H57 -5.46 2.89 -8.18  0.166
H58 -6.95 3.23 -7.88  0.181
C24 -5.90 4.99 -8.28  0.039
H59 -4.88 2.08 -4.94  0.107
H60 -3.99 3.56 -5.19  0.111
H61 -4.17 2.30 -6.49  0.076
H62 -4.90 5.31 -8.58  0.115
H63 -6.37 5.77 -7.66  0.118
H64 -6.66 4.92 -9.05  0.116
C25 7.20 8.15 0.93  0.034
C26 7.01 7.44 -0.35  -0.361
O13 7.82 6.66 -0.82  0.159
N10 5.75 7.85 -1.14  0.079
H65 5.70 8.86 -1.14  0.176
H66 5.87 7.69 -2.13  0.171
C27 4.44 7.33 -0.58  0.055
H67 7.28 7.37 1.69  0.118
H68 6.48 8.89 1.27  0.106
H69 8.21 8.56 0.89  0.127
H70 4.40 8.03 0.25  0.106
H71 4.54 6.30 -0.23  0.113
H72 3.62 7.55 -1.26  0.116
C28 6.98 -0.63 -1.76  0.032
C29 7.36 0.72 -2.32  -0.366
O14 6.85 1.81 -2.04  0.150
N11 8.27 0.54 -3.45  0.101
H73 9.18 0.25 -3.10  0.195
H74 7.95 -0.22 -4.03  0.185
C30 8.44 1.82 -4.26  0.041
H75 6.28 -0.48 -0.94  0.108
H76 7.80 -1.29 -1.49  0.110
H77 6.44 -1.16 -2.54  0.107
H78 8.94 2.65 -3.76  0.120
H79 7.44 2.11 -4.56  0.101
H80 9.03 1.61 -5.15  0.116
O15 -6.31 -4.55 1.58  0.045
C31 -6.24 -5.86 1.29  -0.974
O16 -6.92 -6.72 1.84  -0.032
O17 -5.41 -6.15 0.46  -0.097
H81 -5.73 -4.22 0.90  0.073
O18 -1.81 6.34 -0.61  0.054
C32 -1.99 7.38 0.12  -1.025
O19 -1.19 8.34 -0.07  -0.097
O20 -2.88 7.40 0.92  -0.003
H82 -1.18 6.72 -1.22  0.078



Below is C32H27F2N5O4S2V as an isolated structure, with properties calculated with ωB97M-V/def2-TZVPD.

For the electronic energy, the calculation gives -102055.5673 eV. Its molar mass is 698.7 u. The calculation puts the lowest unoccupied orbital energy (spin up / spin down) at -0.74 / -0.89 eV. Its highest occupied orbital energy (spin up / spin down) is -7.18 / -7.17 eV. For the relative energy (zero: lowest compared OMol25 entry of this formula, charge and spin), the calculation gives 2.334 eV. Its spin multiplicity is 2. Its expectation value of S² is 0.761.

Each line ends with the Löwdin spin population.
Element x y z (Å)
V1 1.49 -0.14 -0.27  1.003
C1 -3.27 -4.47 -1.13  0.000
S1 -2.05 -3.55 -2.08  0.001
C2 -0.79 -3.23 -0.87  0.002
S2 -1.04 -3.25 0.80  0.006
N1 0.38 -3.05 -1.46  0.005
N2 1.34 -2.44 -0.81  0.009
C3 2.53 -2.92 -0.85  -0.006
C4 3.54 -2.22 -0.07  0.007
C5 4.75 -2.82 0.28  -0.003
C6 5.54 -2.23 1.23  0.008
C7 5.13 -1.03 1.81  -0.003
C8 3.97 -0.46 1.36  0.006
N3 3.18 -1.03 0.44  -0.009
H1 -4.11 -4.62 -1.80  0.000
H2 -2.86 -5.42 -0.82  0.000
H3 -3.57 -3.89 -0.26  0.000
H4 2.75 -3.87 -1.32  0.000
H5 5.01 -3.76 -0.19  0.000
H6 6.46 -2.71 1.55  0.001
H7 5.70 -0.56 2.60  0.000
H8 3.65 0.50 1.75  0.000
O1 -0.72 1.31 -0.53  0.003
C9 -1.32 1.03 -1.80  0.000
C10 -0.41 0.01 -2.51  0.004
O2 -0.72 -0.50 -3.54  0.010
O3 0.72 -0.23 -1.84  0.018
C11 -2.70 0.40 -1.62  0.000
C12 -2.94 -0.41 -0.52  0.000
C13 -4.20 -0.98 -0.33  0.000
C14 -5.21 -0.75 -1.24  0.000
C15 -4.96 0.05 -2.35  0.000
C16 -3.72 0.63 -2.54  0.000
C17 -1.37 2.34 -2.60  0.000
C18 -1.68 3.51 -1.91  0.000
C19 -1.72 4.73 -2.56  0.000
C20 -1.43 4.81 -3.92  0.000
C21 -1.11 3.65 -4.61  0.000
C22 -1.08 2.42 -3.96  0.000
H9 -1.42 1.27 0.14  0.000
H10 -2.16 -0.63 0.20  0.000
H11 -4.36 -1.61 0.54  0.000
H12 -6.19 -1.20 -1.10  0.000
H13 -5.75 0.23 -3.08  0.000
H14 -3.54 1.26 -3.39  0.000
H15 -1.89 3.47 -0.85  0.000
H16 -1.97 5.63 -2.00  0.000
H17 -1.47 5.76 -4.43  0.000
H18 -0.86 3.70 -5.66  0.000
H19 -0.85 1.53 -4.52  0.000
O4 1.27 0.70 1.11  -0.028
C23 0.79 1.42 2.19  -0.002
C24 0.41 2.73 2.00  -0.002
C25 -0.05 3.48 3.08  0.000
C26 -0.15 2.90 4.33  -0.002
C27 0.22 1.57 4.50  0.000
C28 0.70 0.81 3.44  -0.002
C29 1.09 -0.60 3.63  0.000
N4 1.08 -1.52 2.70  0.001
C30 1.53 -2.67 3.29  0.000
C31 1.83 -2.44 4.60  0.000
N5 1.54 -1.11 4.81  0.000
H20 0.50 3.16 1.01  0.000
H21 -0.35 4.51 2.93  0.000
H22 -0.52 3.47 5.17  0.000
H23 0.12 1.12 5.48  0.000
H24 1.59 -3.60 2.74  0.000
H25 2.20 -3.08 5.39  0.000
H26 1.66 -0.60 5.67  0.000
F1 2.10 2.21 -1.73  0.004
C32 2.78 1.19 -1.10  -0.024
F2 3.43 0.47 -2.10  -0.005
H27 3.56 1.65 -0.50  -0.002



Below is a 2-piece molecular cluster, C5H13NSi overall, with properties calculated with ωB97M-V/def2-TZVPD.

For the electronic energy, the calculation gives -14760.0367 eV. Its molar mass is 115.3 u. The calculation puts the lowest unoccupied orbital energy at 0.46 eV. Its highest occupied orbital energy is -7.61 eV. For the relative energy (zero: lowest compared OMol25 entry of this formula, charge and spin), the calculation gives 4.023 eV.

Each line ends with the natural charge from an NBO analysis.
Element x y z (Å)
C1 1.76 0.97 -0.46  -0.092
C2 0.64 0.26 -0.61  -0.551
C3 2.34 1.27 0.92  -0.637
C4 0.12 0.00 -2.02  -0.645
C5 -2.53 0.16 0.61  -1.071
N1 -0.85 -2.20 0.23  -1.303
Si1 -0.61 -0.53 0.55  1.674
H1 2.26 1.52 -1.28  0.199
H2 1.60 1.01 1.57  0.232
H3 3.22 0.62 0.92  0.220
H4 2.68 2.36 1.06  0.213
H5 -0.08 -1.14 -2.18  0.227
H6 -0.94 0.49 -2.22  0.215
H7 0.88 0.39 -2.69  0.224
H8 -2.88 0.31 -0.41  0.227
H9 -3.25 -0.61 0.95  0.234
H10 -2.82 1.03 1.15  0.243
H11 -0.08 -2.77 0.23  0.393
H12 -1.68 -2.59 0.61  0.404
H13 0.22 -0.55 3.08  -0.404



Below is C37H38Cl2O2OsP2 as an isolated structure, with properties calculated with ωB97M-V/def2-TZVPD.

For the electronic energy, the calculation gives -89147.8968 eV. Its molar mass is 837.8 u. The charge is +2. The calculation puts the lowest unoccupied orbital energy (spin up / spin down) at -7.06 / -9.08 eV. Its highest occupied orbital energy (spin up / spin down) is -13.37 / -13.31 eV. Its spin multiplicity is 5. Its expectation value of S² is 6.025.

Each line ends with the Löwdin spin population.
Element x y z (Å)
Os1 0.20 0.32 4.37  1.763
C1 -1.54 -0.22 5.59  0.082
C2 -1.75 -0.54 4.22  0.066
C3 -2.62 0.29 3.30  0.037
C4 -2.08 1.66 2.87  0.048
C5 -0.71 2.04 3.41  0.141
C6 -0.45 2.28 4.80  0.066
C7 -1.60 2.33 5.80  0.034
C8 -2.12 0.98 6.27  0.029
C9 2.03 -0.49 4.32  0.269
H1 -1.38 -1.08 6.25  0.003
H2 -1.71 -1.61 3.99  0.007
H3 -3.63 0.41 3.71  0.004
H4 -2.79 -0.32 2.42  0.001
H5 -2.00 1.66 1.77  0.000
H6 -2.85 2.41 3.10  0.010
H7 -0.09 2.60 2.69  0.015
H8 0.36 2.96 5.05  0.004
H9 -2.45 2.92 5.43  0.005
H10 -1.22 2.87 6.68  0.003
H11 -1.88 0.88 7.34  0.001
H12 -3.22 0.99 6.24  0.007
H13 2.19 -1.34 4.99  0.017
H14 2.70 0.31 4.67  0.023
H15 2.31 -0.71 3.27  0.052
P1 -0.10 -2.06 -2.96  0.268
P2 1.78 0.45 -3.35  0.283
C10 -0.80 -0.51 -3.56  0.021
C11 0.05 0.53 -3.81  0.023
C12 -0.72 -3.24 -4.28  0.052
C13 -1.80 -2.95 -5.13  0.014
C14 -2.30 -3.91 -6.02  0.002
C15 -1.65 -5.14 -6.17  0.008
C16 -0.48 -5.39 -5.44  0.000
C17 -0.02 -4.46 -4.50  0.010
C18 -1.18 -2.24 -1.49  0.035
C19 -0.87 -1.35 -0.44  0.018
C20 -1.55 -1.46 0.77  0.003
C21 -2.55 -2.43 0.92  0.022
C22 -2.91 -3.25 -0.15  0.000
C23 -2.23 -3.15 -1.37  0.019
C24 2.47 1.07 -5.01  0.045
C25 2.35 0.24 -6.14  0.022
C26 2.85 0.66 -7.38  -0.002
C27 3.48 1.91 -7.51  0.031
C28 3.57 2.74 -6.40  0.002
C29 3.06 2.33 -5.15  0.024
C30 1.98 1.96 -2.34  0.050
C31 3.17 2.06 -1.59  0.012
C32 3.39 3.18 -0.80  -0.001
C33 2.42 4.19 -0.72  0.010
C34 1.25 4.09 -1.47  0.003
C35 1.02 2.97 -2.27  0.014
H16 -1.89 -0.46 -3.67  0.006
H17 -0.27 1.42 -4.38  0.005
H18 -2.27 -1.96 -5.11  0.001
H19 -3.20 -3.70 -6.61  0.000
H20 -2.04 -5.90 -6.86  0.000
H21 0.08 -6.32 -5.61  0.000
H22 0.88 -4.66 -3.92  0.002
H23 -0.11 -0.58 -0.57  -0.001
H24 -1.24 -0.80 1.58  0.008
H25 -3.05 -2.54 1.88  0.001
H26 -3.70 -3.98 -0.04  0.000
H27 -2.50 -3.78 -2.21  0.001
H28 1.83 -0.73 -6.05  0.000
H29 2.75 0.02 -8.25  -0.001
H30 3.90 2.23 -8.47  0.001
H31 4.02 3.73 -6.48  0.000
H32 3.11 3.01 -4.30  0.001
H33 3.91 1.26 -1.64  0.002
H34 4.33 3.28 -0.25  0.000
H35 2.59 5.05 -0.08  0.000
H36 0.51 4.89 -1.44  0.000
H37 0.09 2.90 -2.84  0.001
Cl1 1.39 1.68 8.84  0.000
C36 0.68 0.05 8.65  0.012
Cl2 -1.01 -0.04 9.20  0.003
C37 0.81 -0.51 7.20  0.019
O1 0.71 -1.73 7.11  0.035
O2 1.03 0.39 6.29  0.229
H38 1.27 -0.64 9.26  0.001